1.
21
Properties=species:S:1:pos:R:3:forces:R:3:mulliken_charge:R:1 method="wB97M-V/def2-TZVPD" orbital_gap_ha=0.3728 lumo_energy_ev=-2.9527 charge=+1 relative_energy_kcal_mol=0.0 total_energy_ha=-625.7370
H 3.198150 0.932930 1.568803 -0.067 0.099 -0.041 0.361
H 0.069888 0.544784 -0.893441 0.550 -0.223 0.122 -0.085
H 2.964564 2.168994 -0.992395 0.061 -0.055 -0.083 0.411
H -0.713802 -0.872767 1.600386 0.052 0.203 0.083 0.408
H -2.988756 -2.098396 -1.665425 -0.003 -0.025 -0.004 0.343
H -2.966210 -3.193022 -0.268872 0.042 -0.061 0.046 0.366
C -3.117672 -2.163468 -0.585050 -0.267 -0.043 -0.188 -1.167
H 0.977467 -0.689373 -0.173544 -0.132 0.207 -0.197 0.357
H -1.267958 -2.605411 1.421093 -0.033 -0.260 -0.012 0.247
C -1.328691 -1.585802 1.077102 0.119 0.154 0.127 -0.974
N 1.039599 0.239628 -0.614674 0.086 -0.100 0.073 -0.140
H 1.352715 2.907755 -0.869231 -0.111 0.106 -0.077 0.388
H 1.659736 0.163711 -1.430289 -0.218 0.002 0.152 0.393
C 1.637313 1.185424 0.392141 -0.042 0.590 0.240 0.359
C 2.151908 2.424550 -0.315257 -0.057 -0.245 0.097 -1.373
H 0.833291 1.445649 1.101801 0.087 -0.175 -0.301 0.308
H -4.148413 -1.881594 -0.362881 -0.002 -0.009 -0.028 0.335
O 2.618198 0.410826 1.002936 0.031 -0.297 -0.127 -0.540
H 2.530065 3.138530 0.411092 -0.005 0.030 0.102 0.401
C -2.179839 -1.264284 0.124134 0.028 0.568 -0.220 0.537
I -2.321544 0.791328 -0.528430 -0.120 -0.468 0.237 0.067

2.
25
Properties=species:S:1:pos:R:3:forces:R:3:mulliken_spin:R:1 method="wB97M-V/def2-TZVPD" orbital_gap_ha="0.2206 / 0.2949" s2=6.175 lumo_energy_ev="-10.6674 / -9.0695" charge=+2 total_energy_ha=-6411.4890 multiplicity=5
C 1.983321 1.937382 -2.244377 0.033 -0.352 0.366 0.017
O 2.990319 1.945326 -2.848630 0.177 0.067 -0.282 -0.048
H -0.983281 -3.339856 -2.008059 0.004 -0.072 -0.041 0.001
H 1.657521 0.113150 3.860457 0.038 -0.009 0.049 -0.003
H -1.466493 -2.050896 -3.152285 -0.009 0.024 -0.050 -0.001
C -0.017664 -1.632495 1.790701 -0.033 -0.024 0.091 0.013
H 1.223179 3.835871 -2.564712 -0.008 -0.009 -0.043 0.000
C -1.624763 -2.481050 -2.169187 0.311 -0.023 -0.084 0.020
H 0.945739 -2.068094 1.550067 0.049 -0.098 -0.057 0.000
H 0.985111 1.766036 3.692082 0.011 0.051 0.008 0.000
H -0.953318 -3.121152 0.582483 -0.074 -0.094 0.039 0.000
N -0.092044 2.705857 -1.388867 -0.067 -0.106 0.103 -0.018
Se -1.139520 -1.122831 -0.867584 -0.725 -0.369 0.232 -0.033
H -0.839034 2.648847 -2.084767 -0.040 0.040 0.004 0.007
H -2.114917 -1.961386 1.260936 -0.033 0.037 0.095 0.001
H -2.672763 -2.686778 -1.986660 -0.066 -0.061 -0.020 -0.001
H -0.287143 -1.886888 2.813479 0.003 -0.108 0.033 0.001
H -0.332876 3.459540 -0.744843 0.029 -0.034 0.040 0.007
Mn 0.208949 0.792516 -0.468946 0.608 1.244 -1.280 4.120
H -0.075910 0.440977 4.272967 -0.019 -0.003 0.061 0.003
O 1.553547 0.775599 -1.606702 0.003 0.224 -0.178 -0.123
N 1.143515 2.999645 -2.001236 -0.059 -0.019 0.066 -0.004
C -1.120261 -2.078950 0.843850 0.083 -0.079 -0.010 0.019
Se 0.256669 0.306178 1.818664 -0.284 -0.290 0.874 -0.002
C 0.772119 0.703452 3.651168 0.068 0.064 -0.016 0.021

3.
19
Properties=species:S:1:pos:R:3:forces:R:3:mulliken_charge:R:1 method="wB97M-V/def2-TZVPD" orbital_gap_ha=0.3695 lumo_energy_ev=1.1677 charge=0 relative_energy_kcal_mol=42.6 total_energy_ha=-252.9952 smiles=CNCC(C)C
H -0.553719 -1.586481 -1.544954 0.406 1.768 0.455 0.355
H 2.101364 -0.120627 1.727018 -0.339 -0.166 -1.024 0.357
C 0.457521 -1.557677 -1.069028 -1.288 -1.510 -0.527 -1.391
C 0.093482 0.620318 0.019127 0.613 1.492 1.852 -0.590
H -1.537378 -0.078169 0.789925 -0.609 -0.161 0.512 0.228
H 0.283045 -2.640816 -0.847635 1.961 0.313 -0.030 0.317
H 0.499099 1.103519 -0.910119 -0.406 -0.064 0.864 0.341
H 2.729943 -0.267277 0.112924 2.034 1.136 -1.800 0.401
H -1.620523 2.337057 0.938757 0.689 1.332 0.705 0.377
H -3.010763 1.754025 0.044391 -0.304 -0.092 0.356 0.337
C 2.054373 -0.684742 0.753175 -0.594 -0.978 2.878 -1.724
H 2.392805 -1.665700 1.064161 0.225 -0.416 -0.342 0.413
C -1.930764 1.843520 0.063046 -0.715 -2.476 -3.221 -0.920
N -1.330128 0.472634 -0.018604 -0.683 1.650 -0.612 -0.345
C 0.689087 -0.735051 0.179304 -1.908 -1.231 0.549 0.836
H 0.343759 1.275251 1.013621 0.071 -1.023 -2.304 0.277
H 1.169326 -1.237695 -1.801953 0.570 -0.756 -0.840 0.333
H -1.731150 2.232003 -0.993552 0.233 0.467 1.889 0.281
H 0.062885 -1.331741 0.863895 0.046 0.715 0.639 0.116

4.
19
Properties=species:S:1:pos:R:3:forces:R:3:mulliken_charge:R:1 method="wB97M-V/def2-TZVPD" orbital_gap_ha=0.3650 lumo_energy_ev=1.1618 charge=0 relative_energy_kcal_mol=38.3 total_energy_ha=-253.0021 smiles=CCCN(C)C
C 2.200172 -0.048181 -0.708123 1.135 1.521 -0.184 -1.089
H 3.292530 0.100982 -0.639113 -0.387 0.708 0.153 0.357
H -0.372999 -0.958678 1.378963 0.060 0.440 -0.359 0.406
C 0.072248 -0.676004 0.389413 1.937 -3.117 0.088 -0.726
H -3.002646 -0.139510 -0.682978 0.708 -0.496 -0.285 0.306
H 0.257462 -1.752858 -0.139244 -0.241 2.306 1.218 0.315
H -1.089283 1.467508 1.131356 -0.597 0.136 0.017 0.319
H -1.993501 -1.697876 -0.595555 -0.178 -0.693 -1.106 0.342
C -2.118024 -0.684144 -0.298424 -0.624 0.647 2.522 -0.876
C -0.963078 1.402180 0.046066 0.526 -1.256 -0.596 -1.146
H 1.922417 -0.557884 1.493975 0.211 0.199 -0.746 0.307
H -2.344802 -0.873792 0.837252 0.169 0.705 -1.376 0.300
H -0.029961 1.852696 -0.197163 0.601 0.784 -0.150 0.336
H 1.273877 1.074194 1.010309 0.772 -1.921 -0.598 0.256
N -0.852978 0.027654 -0.440924 -0.625 0.031 0.765 -0.068
H 2.209711 -1.005660 -1.164875 -0.698 -1.161 -0.294 0.344
C 1.482926 -0.012415 0.638200 -2.223 0.842 -0.129 -0.379
H -1.696869 1.811946 -0.595108 -1.099 1.075 0.036 0.463
H 1.752796 0.669835 -1.464033 0.553 -0.750 1.024 0.233